(1)
22
Properties=species:S:1:pos:R:3 method="wB97M-V/def2-TZVPD" charge=-1 spin_multiplicity=1 e_tot_ha=-441.04903 relative_energy_ev=7.341 gap_ev=4.742 e_lumo_ev=0.36
C 1.047 -0.887 -1.386
N -0.149 -0.071 -1.200
C -0.617 -0.072 0.147
C -1.530 1.126 0.492
C -2.787 0.584 1.171
O -2.713 -1.424 -1.004
H 0.801 -1.954 -1.440
H 1.744 -0.697 -0.584
H 1.527 -0.629 -2.326
H -0.919 -0.487 -1.722
H 0.180 -0.158 0.883
H -1.397 -0.934 0.040
H -1.028 1.860 1.122
H -1.800 1.577 -0.463
H -2.578 0.132 2.132
H -3.653 1.226 1.230
H 3.157 0.108 0.397
H -3.031 -0.221 0.480
O 2.340 0.563 1.081
H 2.809 0.704 1.909
H 4.673 0.129 -0.471
O 3.923 -0.475 -0.488

***

(2)
21
Properties=species:S:1:pos:R:3 method="wB97M-V/def2-TZVPD" charge=0 spin_multiplicity=1 e_tot_ha=-386.46206 relative_energy_ev=1.761 gap_ev=10.258 e_lumo_ev=0.49 smiles="C=CCC.O.O.O"
C -1.450 3.156 -0.444
C -1.338 1.952 0.069
C -1.723 0.699 -0.706
C -0.593 0.022 -1.501
H -1.523 4.111 0.031
H -1.676 3.325 -1.497
H -1.236 1.690 1.116
H -2.481 0.964 -1.455
H -2.308 0.073 -0.061
H -0.416 0.559 -2.426
H -0.898 -1.005 -1.683
H 0.348 0.135 -0.976
O -0.656 -3.134 1.371
H -1.219 -3.830 1.019
H -0.104 -3.640 1.980
O 3.261 1.146 1.641
H 3.349 0.300 1.194
H 2.598 1.637 1.146
O 1.449 -2.422 -0.714
H 0.986 -1.756 -0.226
H 2.297 -2.076 -0.999

***

(3)
86
Properties=species:S:1:pos:R:3 method="wB97M-V/def2-TZVPD" charge=0 spin_multiplicity=1 e_tot_ha=-2476.53753 gap_ev=9.523 e_lumo_ev=0.05 smiles="O=S1(=O)OCCO1.c1ccncc1.c1ccncc1.c1ccncc1.c1ccncc1.c1ccncc1.c1ccncc1.CC(N)=O"
O 6.047 -2.995 4.912
S 4.986 -2.984 3.902
O 4.710 -4.209 3.152
O 3.538 -2.289 4.374
C 3.083 -1.436 3.320
C 4.315 -0.700 2.822
O 5.290 -1.737 2.791
H 2.814 -2.036 2.450
H 2.282 -0.808 3.710
H 4.585 0.019 3.595
H 4.148 -0.200 1.868
C 0.906 0.550 -0.544
C 1.844 1.482 -0.951
C 3.136 1.182 -1.005
N 3.590 -0.029 -0.738
C 2.728 -1.006 -0.381
C 1.390 -0.699 -0.209
H -0.099 0.930 -0.432
H 1.535 2.472 -1.252
H 3.835 1.991 -1.155
H 3.120 -2.013 -0.391
H 0.801 -1.501 0.211
C -5.298 -2.270 0.853
C -4.484 -1.555 0.033
C -3.343 -1.093 0.633
N -2.979 -1.267 1.959
C -3.735 -2.139 2.669
C -4.916 -2.657 2.161
H -6.254 -2.648 0.521
H -4.735 -1.543 -1.017
H -2.725 -0.386 0.099
H -3.381 -2.294 3.677
H -5.587 -3.037 2.917
C -0.929 -4.621 1.417
C -1.726 -5.278 2.345
C -1.133 -5.736 3.511
N 0.183 -5.574 3.748
C 1.003 -4.969 2.843
C 0.442 -4.525 1.646
H -1.375 -4.375 0.464
H -2.785 -5.442 2.219
H -1.646 -6.357 4.231
H 2.054 -5.031 3.081
H 1.095 -4.186 0.855
C 0.855 -2.357 -5.470
C 0.232 -1.337 -6.208
C -0.348 -0.291 -5.472
N -0.383 -0.239 -4.099
C 0.161 -1.227 -3.423
C 0.862 -2.238 -4.052
H 1.194 -3.244 -5.984
H 0.161 -1.578 -7.258
H -0.860 0.441 -6.079
H 0.112 -1.277 -2.345
H 1.371 -2.972 -3.445
C -3.504 3.734 -1.311
C -4.256 4.488 -2.229
C -3.977 4.149 -3.566
N -3.058 3.257 -3.981
C -2.293 2.604 -3.034
C -2.525 2.849 -1.667
H -3.590 3.976 -0.262
H -4.888 5.284 -1.865
H -4.434 4.691 -4.380
H -1.534 1.955 -3.445
H -2.061 2.222 -0.920
C 3.265 5.430 -2.175
C 3.294 5.476 -0.760
C 2.133 5.422 -0.068
N 0.944 5.346 -0.659
C 0.858 5.296 -2.043
C 2.017 5.407 -2.809
H 4.193 5.454 -2.727
H 4.185 5.614 -0.166
H 2.051 5.631 0.989
H -0.156 5.138 -2.380
H 1.782 5.550 -3.853
C -1.592 1.953 3.172
C -0.273 1.198 2.899
N -0.438 -0.052 2.560
O 0.824 1.739 3.154
H -1.334 2.650 3.969
H -2.315 1.280 3.633
H -1.957 2.503 2.305
H 0.336 -0.563 2.161
H -1.382 -0.363 2.381

***

(4)
19
Properties=species:S:1:pos:R:3 method="wB97M-V/def2-TZVPD" charge=0 spin_multiplicity=1 e_tot_ha=-198.88019 relative_energy_ev=0.244 gap_ev=12.582 e_lumo_ev=1.19 smiles=CCC.CC
C -0.539 -2.768 -0.744
C 0.133 -1.396 -0.749
C -0.723 -0.362 -1.463
H -0.631 -3.131 -1.765
H -1.587 -2.678 -0.431
H -0.049 -3.515 -0.115
H 0.425 -1.088 0.267
H 1.079 -1.516 -1.278
H -0.280 0.622 -1.333
H -0.687 -0.549 -2.532
H -1.707 -0.352 -0.998
C 0.391 1.717 2.007
C 0.745 2.652 0.832
H -0.019 0.743 1.731
H 1.237 1.555 2.673
H -0.370 2.233 2.600
H 1.527 3.335 1.165
H -0.111 3.306 0.635
H 1.071 2.068 -0.022

***

(5)
64
Properties=species:S:1:pos:R:3 method="wB97M-V/def2-TZVPD" charge=0 spin_multiplicity=1 e_tot_ha=-3731.53668 gap_ev=7.047 e_lumo_ev=-0.94 smiles="CC1=C(CC(=O)Br)C(=O)C=CC1=O.CCN(CC)CC.CCN(CC)CC"
C 0.179 0.485 -1.978
C -0.545 -0.101 -0.748
C -1.216 0.665 0.126
C -1.283 2.194 -0.088
C -2.464 2.416 -1.100
O -3.462 1.868 -0.868
Br -2.281 3.517 -2.700
C -1.940 0.018 1.301
O -2.109 0.604 2.328
C -2.485 -1.408 1.107
C -1.814 -2.173 0.249
C -0.575 -1.610 -0.468
O 0.305 -2.338 -0.817
H 0.321 -0.268 -2.772
H -0.377 1.341 -2.407
H 1.156 0.865 -1.606
H -0.328 2.618 -0.444
H -1.578 2.709 0.851
H -3.393 -1.756 1.622
H -2.154 -3.200 0.037
C -1.467 -7.695 3.505
C -1.069 -6.701 2.423
N 0.353 -6.703 2.129
C 0.776 -5.570 1.317
C 0.226 -5.464 -0.107
C 0.927 -7.988 1.759
C 0.335 -8.715 0.548
H -0.885 -7.538 4.416
H -2.522 -7.567 3.755
H -1.334 -8.729 3.182
H -1.347 -5.705 2.780
H -1.675 -6.893 1.525
H 1.869 -5.549 1.275
H 0.500 -4.655 1.853
H 0.697 -6.182 -0.778
H 0.442 -4.469 -0.505
H -0.857 -5.604 -0.147
H 0.853 -8.655 2.623
H 2.004 -7.867 1.607
H -0.757 -8.714 0.553
H 0.657 -9.760 0.557
H 0.678 -8.287 -0.393
C 1.680 6.015 -3.506
C 0.779 6.630 -2.444
N 0.928 6.019 -1.133
C -0.122 6.400 -0.198
C -0.211 7.870 0.218
C 2.276 5.999 -0.586
C 3.000 7.338 -0.416
H 1.535 4.934 -3.567
H 1.442 6.439 -4.484
H 2.736 6.215 -3.315
H -0.253 6.490 -2.778
H 0.955 7.715 -2.415
H -0.039 5.783 0.703
H -1.083 6.116 -0.642
H 0.578 8.142 0.918
H -1.161 8.047 0.729
H -0.171 8.547 -0.636
H 2.893 5.362 -1.227
H 2.265 5.479 0.376
H 2.897 7.983 -1.290
H 4.069 7.159 -0.271
H 2.650 7.882 0.460

***

(6)
18
Properties=species:S:1:pos:R:3 method="wB97M-V/def2-TZVPD" charge=0 spin_multiplicity=1 e_tot_ha=-310.03715 relative_energy_ev=0.974 gap_ev=9.482 e_lumo_ev=0.64 smiles="C/C=C/C.O.O"
C -1.393 -0.623 -1.268
C -0.618 -0.326 -0.011
C 0.091 -1.334 0.545
C 1.041 -0.945 1.661
H -1.741 0.297 -1.747
H -0.828 -1.229 -1.970
H -2.330 -1.148 -1.065
H -0.512 0.601 0.524
H 0.140 -2.340 0.153
H 0.839 0.012 2.130
H 2.037 -0.971 1.208
H 1.051 -1.675 2.479
O -0.851 3.072 0.858
H -0.613 3.353 1.765
H -1.703 3.465 0.696
O 2.180 -0.289 -1.977
H 1.937 0.663 -1.858
H 1.272 -0.583 -2.123